Computed, not measured: a single C7H9N3 molecule, with wB97M-V/def2-TZVPD.

Lowest unoccupied orbital energy = -0.916 eV
Max |F| = 5.75 eV/A
Energy = -11869.8240 eV
Kohn-Sham gap = 7.45 eV

Geometry as XYZ:
```
19
C7H9N3 | the OMol25 dataset | wB97M-V/def2-TZVPD
C 2.91037 1.13846 -1.75942
C 2.09327 0.30726 -1.21699
C -0.71630 -0.16145 -0.09922
C 0.05407 -0.81352 0.81564
C -0.54439 -0.13994 -1.55033
C -0.25323 -0.95182 2.32138
C -1.79583 0.75393 0.37627
N 3.42688 2.06284 -2.24684
N 1.93517 -0.60484 -0.44715
N 1.28360 -1.32063 0.31767
H 0.13537 -0.92537 -1.98876
H -0.06418 0.76331 -1.98884
H -1.51605 -0.12504 -1.97467
H -0.55371 0.00712 2.82812
H 0.63296 -1.34948 2.75820
H -1.12493 -1.58419 2.47912
H -1.81811 1.48076 -0.39909
H -1.41073 1.18521 1.33745
H -2.67425 0.27739 0.43746
```

Computed, not measured: a molecular structure, C33H26BrIrN9O6, with wB97M-V/def2-TZVPD.

Lowest unoccupied orbital energy = -4.289 eV
Total charge = +1
Max |F| = 0.69 eV/A
Energy = -133212.7792 eV
Kohn-Sham gap = 6.32 eV

Geometry as XYZ:
```
76
C33H26BrIrN9O6 | the OMol25 dataset | wB97M-V/def2-TZVPD
Ir 0.60679 -0.31471 -2.76767
C -0.93945 -2.07439 -4.88168
O -1.00857 -1.25855 -3.69020
C -2.23175 -0.94896 -3.11902
C -3.43845 -1.38697 -3.61989
C -4.59376 -0.97349 -2.96625
Br -6.25875 -1.54051 -3.63623
C -4.54882 -0.16119 -1.85242
C -3.32507 0.27100 -1.33881
C -2.17520 -0.13236 -1.99714
O -0.90897 0.36034 -1.59788
C -3.33551 1.19146 -0.18984
N -4.23849 2.11847 -0.06266
C -3.91583 2.78031 1.11027
C -4.53951 3.86820 1.72283
C -3.99852 4.33230 2.90232
C -2.85976 3.73805 3.47381
C -2.23034 2.66246 2.88285
C -2.78108 2.20237 1.69068
N -2.41045 1.18603 0.82766
H -1.36861 -3.05088 -4.66631
H 0.11632 -2.16554 -5.11314
H -1.46543 -1.57174 -5.69038
H -3.49915 -2.01665 -4.49433
H -5.45432 0.16804 -1.36355
H -0.71255 -0.03650 -0.64924
H -5.41519 4.32183 1.27922
H -4.45523 5.17486 3.40384
H -2.46322 4.14049 4.39639
H -1.34979 2.21302 3.32106
H -1.78297 0.43118 1.05746
C 1.06202 2.52815 -0.68387
C 2.16300 1.57453 -0.96648
N 2.16323 0.55620 -1.82025
C 3.39281 -0.07178 -1.74838
C 4.14682 0.58165 -0.84008
N 3.36267 1.60218 -0.34726
C 3.74024 2.49522 0.74286
N 2.88430 2.29797 1.87238
N 2.12979 3.32887 2.34298
N 1.46771 2.93746 3.35505
C 1.76398 1.60734 3.59183
C 1.28916 0.73172 4.57183
C 1.76361 -0.55914 4.53950
C 2.68906 -0.97930 3.56177
C 3.16893 -0.12639 2.59216
C 2.68638 1.18461 2.63786
H 0.27973 2.42843 -1.42659
H 1.43179 3.55357 -0.71933
H 0.64607 2.36484 0.31229
H 3.62872 -0.92615 -2.36010
H 5.15637 0.42129 -0.50466
H 3.65575 3.53985 0.45045
H 4.77695 2.26764 0.98770
H 0.58469 1.06635 5.32122
H 1.42979 -1.27131 5.28185
H 3.03683 -2.00415 3.57931
H 3.88014 -0.46195 1.84922
O 1.94513 -2.96818 -2.85078
C 1.42907 -2.90817 -1.75542
N 0.76504 -1.75646 -1.35141
C 0.23426 -1.89803 -0.12237
O -0.42884 -1.00452 0.43559
C 0.59728 -3.25187 0.38179
C 0.31656 -3.87860 1.57308
C 0.80022 -5.17867 1.73619
C 1.53114 -5.80486 0.73602
C 1.81104 -5.15965 -0.47091
C 1.33245 -3.87998 -0.62568
H -0.25667 -3.38586 2.34698
H 0.59999 -5.71072 2.65645
H 1.88840 -6.81329 0.89534
H 2.37878 -5.64708 -1.25195
O 1.34220 2.59026 -3.76751
N 1.51363 1.81386 -4.63638
O 0.80141 0.64608 -4.47405
```

Computed, not measured: 12 unconnected molecules or ions with the total composition C48H96O36, with wB97M-V/def2-TZVPD.

Lowest unoccupied orbital energy = 0.375 eV
Max |F| = 2.47 eV/A
Energy = -125043.3672 eV
Kohn-Sham gap = 10.77 eV

Geometry as XYZ:
```
180
C48H96O36 | the OMol25 dataset | wB97M-V/def2-TZVPD
C 9.01498 -20.10034 -30.76171
C 9.89830 -19.26049 -29.86593
O 9.54021 -19.53845 -28.52487
C 10.51011 -19.64884 -27.62022
O 11.69518 -19.72246 -27.83075
O 9.98357 -19.71548 -26.42290
C 10.81184 -19.84925 -25.27725
H 8.00111 -19.70466 -30.75013
H 9.08349 -21.16616 -30.54732
H 9.37593 -20.03289 -31.79616
H 9.71265 -18.21152 -30.10874
H 10.95320 -19.41129 -30.09218
H 10.16620 -19.63242 -24.43592
H 11.52853 -19.02609 -25.35043
H 11.35220 -20.78837 -25.20556
C 11.70529 -27.11586 -30.31132
C 12.34053 -26.08111 -29.40990
O 11.74757 -26.06555 -28.11261
C 11.26953 -24.91112 -27.67184
O 11.23104 -23.88330 -28.25985
O 10.87565 -25.09239 -26.42448
C 10.35965 -24.01065 -25.66551
H 12.15677 -28.11065 -30.31010
H 11.78126 -26.82386 -31.36388
H 10.63722 -27.20234 -30.10868
H 12.17670 -25.12195 -29.89765
H 13.42180 -26.17441 -29.33974
H 9.27454 -24.11910 -25.58601
H 10.61426 -23.07803 -26.16850
H 10.70358 -23.99815 -24.63282
C 11.98001 -14.84605 -24.19984
C 12.00925 -16.32724 -24.56732
O 12.84636 -16.55600 -25.70137
C 12.33822 -16.27325 -26.88602
O 11.30131 -15.68607 -27.05921
O 13.21451 -16.64795 -27.80197
C 12.74558 -16.88507 -29.11509
H 11.36574 -14.37802 -24.97104
H 12.98048 -14.43516 -24.32235
H 11.55516 -14.66765 -23.21710
H 11.00909 -16.73292 -24.75449
H 12.39839 -16.93648 -23.74890
H 13.14790 -16.29532 -29.93556
H 11.66051 -16.84034 -29.20974
H 12.95618 -17.93130 -29.35328
C 9.90168 -22.16473 -17.55463
C 9.62046 -22.74368 -18.96247
O 8.87656 -21.76039 -19.64230
C 8.72993 -21.87519 -20.95548
O 9.33126 -22.62832 -21.66843
O 7.87246 -20.96886 -21.36717
C 7.63985 -20.82806 -22.77473
H 10.72703 -22.71070 -17.10522
H 8.99330 -22.15942 -16.95828
H 10.22422 -21.13240 -17.70309
H 9.09833 -23.67960 -18.77872
H 10.60611 -22.87442 -19.40113
H 7.16133 -21.73852 -23.12584
H 8.59142 -20.62874 -23.26282
H 6.98032 -19.97458 -22.89426
C 15.40415 -25.86430 -32.54414
C 15.90884 -25.24042 -31.24739
O 14.89723 -24.51880 -30.54801
C 14.41890 -23.42317 -31.11451
O 14.90024 -22.82735 -32.03972
O 13.31123 -23.08835 -30.46614
C 12.44536 -22.16880 -31.09448
H 15.09294 -25.08857 -33.24338
H 14.52495 -26.48229 -32.33869
H 16.16379 -26.48777 -33.00939
H 16.74357 -24.59626 -31.52730
H 16.19806 -26.05305 -30.58756
H 12.94762 -21.28052 -31.48360
H 11.76360 -21.76934 -30.34032
H 11.81543 -22.62558 -31.86088
C 12.36357 -14.57188 -20.70775
C 13.16780 -15.51752 -19.83395
O 12.66790 -16.85593 -19.95383
C 13.02130 -17.50478 -21.05198
O 13.85900 -17.21767 -21.85055
O 12.25738 -18.59685 -21.13228
C 12.34132 -19.32499 -22.36128
H 12.72949 -13.54522 -20.62949
H 11.33147 -14.53019 -20.34647
H 12.34017 -14.82463 -21.76686
H 13.08663 -15.19025 -18.80289
H 14.21465 -15.46252 -20.13518
H 11.43243 -19.88670 -22.54912
H 13.11091 -20.08755 -22.17582
H 12.68986 -18.76381 -23.22283
C 9.02915 -17.14856 -40.67583
C 9.07849 -18.23055 -39.62271
O 9.37543 -17.65226 -38.35977
C 9.46034 -18.48089 -37.33891
O 9.44794 -19.68578 -37.37788
O 9.52585 -17.76515 -36.22589
C 9.73559 -18.44850 -35.02198
H 10.00110 -16.63062 -40.70697
H 8.35419 -16.30587 -40.51547
H 8.95954 -17.55126 -41.68472
H 9.91555 -18.86474 -39.92491
H 8.15390 -18.80560 -39.59924
H 10.78452 -18.50022 -34.72219
H 9.39645 -19.47909 -35.10112
H 9.22734 -17.94962 -34.20424
C 14.76394 -20.39626 -29.07238
C 14.83640 -19.56164 -27.81970
O 15.84220 -20.13470 -26.94295
C 17.08919 -19.83823 -27.20444
O 17.48153 -19.10491 -28.06029
O 17.86292 -20.42351 -26.29712
C 19.15329 -19.87031 -26.16064
H 14.60103 -21.44493 -28.79385
H 15.57945 -20.32055 -29.78080
H 13.76595 -20.23312 -29.49957
H 13.95426 -19.67856 -27.20510
H 15.00881 -18.52954 -28.11066
H 19.49108 -19.45966 -27.10546
H 19.82057 -20.62990 -25.76065
H 19.14612 -19.08849 -25.39481
C 2.85560 -19.36773 -29.70551
C 4.08464 -19.82001 -28.95700
O 5.25978 -19.00482 -29.21415
C 5.13177 -17.74260 -28.81717
O 4.19752 -17.29528 -28.22268
O 6.25439 -17.07245 -29.07726
C 6.14075 -15.67618 -28.86383
H 3.06519 -19.27158 -30.77370
H 2.54688 -18.35237 -29.44288
H 1.99699 -20.01311 -29.53508
H 4.31010 -20.75954 -29.46189
H 4.03253 -19.93384 -27.87776
H 6.03634 -15.46685 -27.79781
H 5.26414 -15.25691 -29.36118
H 7.00964 -15.14141 -29.23558
C 2.22867 -22.74471 -26.32628
C 2.55538 -23.86334 -27.30149
O 3.70822 -23.51255 -28.08071
C 3.54471 -23.44323 -29.38675
O 2.50971 -23.46463 -29.97881
O 4.75173 -23.35604 -29.91544
C 4.80080 -23.28622 -31.33893
H 1.31671 -23.06906 -25.81332
H 2.01957 -21.79949 -26.82244
H 2.99003 -22.64414 -25.55605
H 1.72734 -24.04755 -27.97882
H 2.84430 -24.72403 -26.70125
H 4.00735 -22.66543 -31.75340
H 4.68206 -24.29231 -31.74251
H 5.76664 -22.88564 -31.60360
C 8.88776 -18.22985 -20.70923
C 9.15023 -17.05095 -21.62818
O 9.20046 -17.56475 -22.97848
C 8.23395 -17.23421 -23.83452
O 7.13671 -16.86902 -23.55649
O 8.73377 -17.36456 -25.05323
C 8.04263 -16.66050 -26.08467
H 7.87501 -18.59577 -20.79422
H 9.23569 -18.10300 -19.68484
H 9.58460 -18.98060 -21.09856
H 10.03386 -16.45029 -21.42983
H 8.31461 -16.34438 -21.58295
H 8.75421 -16.60700 -26.90519
H 7.85513 -15.62564 -25.78656
H 7.08896 -17.09896 -26.36759
C 14.92274 -18.70851 -32.41631
C 13.87282 -18.05793 -33.23365
O 12.98258 -17.32085 -32.33852
C 12.00656 -16.64857 -32.90980
O 11.93068 -16.40593 -34.07700
O 11.21136 -16.20246 -31.95144
C 9.94668 -15.62205 -32.30452
H 15.61557 -18.10017 -31.84119
H 15.52262 -19.32041 -33.09926
H 14.53438 -19.46810 -31.73457
H 13.20762 -18.68990 -33.82424
H 14.29293 -17.32830 -33.93174
H 10.08962 -14.67637 -32.82485
H 9.46900 -15.38828 -31.35557
H 9.36557 -16.35135 -32.85591
```

Computed, not measured: a single C22H22ClN3O3 molecule, with wB97M-V/def2-TZVPD.

Lowest unoccupied orbital energy = 0.116 eV
Max |F| = 1.23 eV/A
Energy = -46307.1026 eV
Kohn-Sham gap = 8.30 eV

Geometry as XYZ:
```
51
C22H22ClN3O3 | the OMol25 dataset | wB97M-V/def2-TZVPD
C 3.78720 -0.40680 -1.22952
C 2.68944 0.64838 -1.19869
C 2.85341 1.56604 -0.00093
O 3.67978 1.36578 0.86879
N 2.01866 2.63643 0.05592
C 0.94836 2.92850 -0.87405
C -0.19677 3.64897 -0.12891
N -0.32558 3.12392 1.21414
C -0.81528 1.81127 1.29733
C -0.03126 0.70289 1.62194
C -0.57067 -0.56424 1.70311
C -1.92425 -0.77096 1.45673
N -2.48493 -2.05337 1.54619
C -1.94993 -3.21646 1.07844
O -2.34170 -4.30096 1.46003
C -0.93175 -3.08010 0.01754
C 0.02181 -3.97507 -0.36798
C 0.65633 -3.41315 -1.51276
C 1.68017 -3.81165 -2.37178
C 1.99999 -2.98696 -3.42692
C 1.32490 -1.78238 -3.64322
C 0.31156 -1.36207 -2.80576
C -0.00805 -2.18887 -1.73899
O -0.96036 -1.98872 -0.80358
C -2.73179 0.32045 1.15770
C -2.18037 1.58432 1.08112
Cl -3.23004 2.91601 0.73970
C 0.82788 3.48912 2.01856
C 2.11733 3.54967 1.17571
H 4.76120 0.06534 -1.32639
H 3.63298 -1.08652 -2.06372
H 3.78146 -0.97609 -0.30418
H 1.71527 0.15579 -1.12974
H 2.70814 1.24116 -2.11556
H 1.31233 3.55355 -1.70118
H 0.56404 1.99426 -1.28777
H -1.12852 3.51248 -0.67719
H -0.00030 4.72052 -0.04869
H 1.02385 0.82824 1.80819
H 0.06196 -1.40196 1.95558
H -3.32495 -2.15860 2.10070
H 0.23541 -4.90943 0.10850
H 2.19793 -4.74419 -2.21084
H 2.78601 -3.27367 -4.10953
H 1.60274 -1.16836 -4.48650
H -0.22219 -0.43951 -2.97217
H -3.78830 0.18383 0.98749
H 0.92625 2.78394 2.84296
H 0.63045 4.47977 2.44589
H 2.27884 4.56223 0.79099
H 2.98632 3.25382 1.76444
```

Computed, not measured: 2 unconnected molecules or ions with the total composition C4H13N2O2, with wB97M-V/def2-TZVPD.

Lowest unoccupied orbital energy = 3.916 eV
Total charge = -1
Max |F| = 4.01 eV/A
Energy = -11431.5691 eV
Kohn-Sham gap = 7.33 eV

Geometry as XYZ:
```
21
C4H13N2O2 | the OMol25 dataset | wB97M-V/def2-TZVPD
N 1.76671 -1.29096 -1.54716
C 1.82658 -2.00731 -0.25255
C 0.67629 -1.45089 0.66819
N 0.49278 -0.06390 0.72689
C -0.65830 0.44623 1.56810
C -1.77840 0.84954 0.58382
O -1.13481 1.61358 -0.33020
H 1.79870 -0.34207 -1.25516
H 0.95075 -1.42666 -2.00056
H 1.55225 -3.25894 -0.41253
H 2.92069 -1.69029 0.09400
H 0.92982 -1.76326 1.72912
H -0.33249 -1.99584 0.65573
H 0.21260 0.40099 -0.22954
H -0.40412 1.39647 2.03693
H -0.78856 -0.51312 2.28796
H -2.36117 0.00861 0.35930
H -2.26378 1.51319 1.20693
H -0.61755 2.72657 -2.30019
H -1.55294 3.40964 -1.30016
O -1.23505 3.43842 -2.28891
```

Computed, not measured: a molecular structure, C21H48NbO8, with wB97M-V/def2-TZVPD.

Lowest unoccupied orbital energy = 2.613 eV
Total charge = -1
Max |F| = 2.54 eV/A
Energy = -40475.4035 eV
Kohn-Sham gap = 7.08 eV

Geometry as XYZ:
```
78
C21H48NbO8 | the OMol25 dataset | wB97M-V/def2-TZVPD
C 1.75540 4.35568 -0.02809
C 1.40623 3.41224 -0.87558
C 1.18730 2.00382 -0.44683
Nb -0.99827 1.39493 -0.27523
C -1.74378 2.79095 -1.90741
C -1.88390 4.30733 -1.55568
C -3.31467 4.89117 -1.53357
C -4.42996 4.10009 -0.89213
O -4.11068 3.64308 0.42131
C -5.19633 3.01645 0.96477
C -5.30543 1.52612 0.89520
O -6.04687 3.66581 1.49242
H 1.95768 4.11640 1.00612
H 1.85536 5.39302 -0.31663
H 1.23409 3.69128 -1.90761
H 1.61368 1.90553 0.55510
H 1.69040 1.30769 -1.12555
H -1.37538 2.71455 0.95109
H -2.73425 0.82351 -0.07215
H -0.68922 0.02628 -1.47826
H -0.61311 0.31773 1.15689
H -1.01846 2.67584 -2.72134
H -2.69090 2.40530 -2.29640
H -1.34335 4.52045 -0.63939
H -1.36747 4.85262 -2.35250
H -3.24119 5.87343 -1.06482
H -3.60311 5.06948 -2.57178
H -4.77843 3.27593 -1.52224
H -5.28445 4.78174 -0.79540
H -4.64841 1.02965 1.60243
H -6.32723 1.23697 1.12338
H -5.06673 1.14545 -0.09383
C 0.41462 -4.72932 -6.65651
O 1.33095 -3.78281 -6.16057
C 0.93502 -2.44016 -6.40246
C 1.34838 -1.52064 -5.27206
O 0.57775 -1.64782 -4.09083
C 0.75027 -2.80713 -3.29267
C 2.06443 -2.86631 -2.54493
O 3.14857 -3.17303 -3.41520
C 4.35271 -2.54541 -3.03970
H 0.43438 -4.75804 -7.75308
H 0.70378 -5.70625 -6.27072
H -0.60383 -4.51252 -6.31503
H -0.14970 -2.37217 -6.53916
H 1.42577 -2.10913 -7.32861
H 1.17085 -0.49574 -5.60900
H 2.41621 -1.60280 -5.06200
H 0.57718 -3.71845 -3.86868
H -0.04192 -2.74676 -2.54315
H 2.00596 -3.65713 -1.78573
H 2.22928 -1.90751 -2.04270
H 4.20636 -1.47183 -2.87848
H 5.06326 -2.67587 -3.85582
H 4.76559 -2.99972 -2.13137
C 2.70450 -3.88448 5.88651
O 2.25191 -2.56812 6.09356
C 3.12828 -1.58458 5.56420
C 2.37081 -0.38662 5.02921
O 1.70390 -0.60699 3.80031
C 0.53118 -1.41406 3.79643
C -0.67558 -0.76177 4.43685
O -0.54095 -0.73343 5.85647
C -1.12156 0.40927 6.44100
H 3.57782 -4.10304 6.51391
H 1.89478 -4.56105 6.15725
H 2.95833 -4.05603 4.83429
H 3.74571 -2.00368 4.76198
H 3.78940 -1.25381 6.37796
H 3.11097 0.38774 4.80843
H 1.69584 0.02584 5.78085
H 0.72990 -2.39887 4.22421
H 0.29805 -1.56572 2.74101
H -1.57428 -1.34154 4.19299
H -0.79144 0.24908 4.03414
H -0.78041 1.32462 5.94529
H -0.80582 0.44539 7.48398
H -2.21575 0.35784 6.40130
```

Which formula does entry 5 have?
C4H13N2O2